Record 1
# CHF3Mg2NO3S2

CHF3Mg2NO3S2 as an isolated structure in a non-equilibrium geometry (wB97M-V/def2-TZVPD, the Open Molecules 2025 dataset).

## Properties
DFT total energy   -49387.5781 eV
Net charge   +1

Element x y z (Å)
Mg 2.8080 -0.2623 1.1181
N 0.5683 -0.5418 -1.3686
S 1.7800 0.7060 -1.6024
O 3.0244 0.2205 -0.6897
S -0.1221 -0.4548 -0.0093
O 0.8017 -0.5809 1.2627
O -1.1127 -1.5476 0.2657
C -1.0319 1.1973 0.3606
F -0.2488 1.9948 1.0477
F -1.3588 1.7482 -0.7813
F -2.1096 0.9119 1.0551
Mg -0.3211 -2.2250 2.0037
H -2.6774 -1.1662 -2.6625


Record 2
# C5H7IN

A 2-piece molecular cluster, C5H7IN overall in a non-equilibrium geometry (wB97M-V/def2-TZVPD, the Open Molecules 2025 dataset).

## Properties
Multiplicity   3
DFT total energy   -14873.8904 eV
Net charge   +1

Element x y z (Å)
C -0.4254 -0.4608 -0.9610
C -0.5018 0.5876 -1.9569
C -2.6163 0.8557 -0.4341
C 0.2981 -1.4773 -0.2747
C -3.2115 1.9246 -0.9181
N -1.4458 0.3723 -0.9198
I 3.9921 0.0681 0.8346
H -2.8875 0.5906 0.5448
H -0.1164 -2.4485 -0.5051
H 0.2728 -1.4826 0.8140
H 1.3299 -1.4454 -0.7727
H -4.0437 2.3168 -0.4812
H 4.3580 -0.1590 -0.6267
H -2.7708 2.6223 -1.7074


Record 3
# C21H19KO6Si

C21H19KO6Si as an isolated structure in a non-equilibrium geometry (wB97M-V/def2-TZVPD, the Open Molecules 2025 dataset).

## Properties
DFT total energy   -58576.4249 eV
Net charge   -2

Element x y z (Å)
K 13.0359 8.5463 8.1770
O 19.3221 8.7774 10.1746
C 18.1459 8.7107 9.7426
C 17.4112 7.3796 9.5666
O 17.9538 6.2830 9.7857
C 16.0383 7.7935 9.1755
C 16.0172 9.3169 9.0867
O 15.0335 10.0537 8.8129
C 17.3236 9.8453 9.3505
O 17.6815 10.9912 9.2885
O 14.9544 7.1629 8.9605
C 6.8931 9.8399 9.0257
C 8.4228 9.6336 9.0288
C 9.1380 10.6452 9.8945
C 8.7607 8.2523 9.6444
Si 9.1940 9.6800 7.2494
O 10.6881 9.2565 7.3157
C 8.9606 11.3377 6.3915
C 10.1056 12.0237 6.0040
C 10.0815 13.3250 5.5178
C 8.8898 13.9910 5.2424
C 7.6836 13.3292 5.6119
C 7.7609 12.0751 6.1997
C 8.1736 8.3472 6.3224
C 6.8751 8.3567 5.8268
C 6.3678 7.2350 5.1883
C 7.1074 6.0469 5.0436
C 8.3805 6.0178 5.5963
C 8.9026 7.1736 6.2262
H 6.5350 9.6012 10.0933
H 6.4987 9.1808 8.2612
H 6.6650 10.8970 8.7775
H 8.9171 10.5294 10.9891
H 8.9661 11.7156 9.6095
H 10.2139 10.4790 9.7842
H 8.4074 8.1746 10.6563
H 9.8425 8.1059 9.7254
H 8.3600 7.4286 9.1005
H 11.0647 11.5255 6.1165
H 10.9885 13.8521 5.3696
H 8.9062 15.0103 4.8782
H 6.6708 13.7860 5.5026
H 6.8166 11.6983 6.5399
H 6.2769 9.2476 5.9547
H 5.3179 7.2691 4.7664
H 6.6672 5.1667 4.5870
H 8.8795 5.0799 5.6401
H 9.8691 7.2509 6.6977


Record 4
# C14H32N4O10S

C14H32N4O10S as an isolated structure (wB97M-V/def2-TZVPD, the Open Molecules 2025 dataset).

## Properties
DFT total energy   -52308.7430 eV

Element x y z (Å)
O -0.4797 0.4767 -1.9234
S -0.0215 0.3428 -3.2753
O -0.6660 -0.5606 -4.1559
O 0.0888 1.7897 -3.9309
C 1.2111 2.4701 -3.3216
O 1.9284 3.0843 -4.3293
C 2.0449 1.3489 -2.6327
O 3.3882 1.4520 -2.8049
O 1.5282 0.1068 -3.2640
H 0.8715 3.1990 -2.5819
H 1.3146 3.2930 -5.0427
H 1.8011 1.2559 -1.5730
H 3.7972 1.3525 -1.9375
C 4.0943 -1.4539 -0.4905
C 3.3705 -0.7215 0.6169
O 2.6154 0.2234 0.3944
N 3.5451 -1.1651 1.8751
C 4.3127 -2.3107 2.3397
H 3.8341 -1.0008 -1.4432
H 5.1744 -1.3993 -0.3518
H 3.8028 -2.5042 -0.5170
H 3.0377 -0.6306 2.5642
H 3.6017 -2.9819 2.8161
H 5.0876 -2.0032 3.0426
H 4.7797 -2.8163 1.5012
C -1.1165 4.7550 2.2023
C 0.2388 4.2146 1.8024
O 1.2746 4.7860 2.1060
N 0.2575 3.0622 1.0870
C -0.8659 2.2518 0.6380
H -0.9606 5.6715 2.7629
H -1.7251 4.9719 1.3239
H -1.6528 4.0396 2.8262
H 1.1889 2.7475 0.8603
H -0.7904 1.2466 1.0495
H -0.8626 2.1829 -0.4468
H -1.8092 2.6794 0.9566
C -5.4683 -0.6036 -0.1334
C -4.0547 -0.0898 -0.2937
O -3.4821 0.5099 0.6046
N -3.4308 -0.3210 -1.4747
C -3.9438 -1.0050 -2.6440
H -5.8127 -0.3376 0.8610
H -6.1333 -0.1548 -0.8720
H -5.5052 -1.6879 -0.2450
H -2.4855 0.0363 -1.5121
H -3.3279 -1.8735 -2.8826
H -3.9410 -0.3418 -3.5104
H -4.9617 -1.3400 -2.4711
C -0.6972 -4.0349 3.2633
C 0.5204 -3.4983 2.5491
O 1.6512 -3.8753 2.8304
N 0.3233 -2.5663 1.5841
C -0.9269 -1.9921 1.1208
H -0.3642 -4.7593 3.9997
H -1.2360 -3.2336 3.7696
H -1.3754 -4.5244 2.5638
H 1.1765 -2.2396 1.1564
H -1.0681 -2.1900 0.0571
H -0.9338 -0.9118 1.2723
H -1.7621 -2.4219 1.6643


Record 5
# H9O4S

A 5-piece molecular cluster, H9O4S overall in a non-equilibrium geometry (wB97M-V/def2-TZVPD, the Open Molecules 2025 dataset).

## Properties
Multiplicity   2
DFT total energy   -19169.2464 eV

Element x y z (Å)
S 2.5704 1.9287 1.2852
H 3.5782 1.6877 2.1097
H -2.1737 -0.5828 0.0596
H -0.8242 -1.1694 -0.5683
O -1.8269 -1.2479 -0.5717
H 1.4928 -3.1451 -1.4565
H 2.9493 -2.6743 -1.6914
O 2.2954 -3.4229 -1.8755
H -3.5684 1.0221 -1.3122
H -4.7397 1.0610 -2.1596
O -4.4623 0.8587 -1.2368
H -0.6904 0.2068 2.2865
H -0.4211 1.1740 1.1520
O -0.5974 0.2573 1.3112


Record 6
# C4H8N2S

A 3-piece molecular cluster, C4H8N2S overall in a non-equilibrium geometry (wB97M-V/def2-TZVPD, the Open Molecules 2025 dataset).

## Properties
DFT total energy   -18086.4747 eV

Element x y z (Å)
C 1.0243 1.8977 1.3865
C 0.2627 0.8654 -0.4160
C -0.3726 -1.5006 -0.3126
C -1.2028 -1.1201 -1.5449
H -0.1372 2.4869 1.6210
H 0.8349 0.3695 2.0033
H 2.4145 2.3494 1.7487
H 0.5203 -0.2954 1.1797
H -0.8583 -2.1609 0.5514
H 0.4714 -2.0801 -0.8639
H -2.2607 -0.8406 -1.3643
H -1.1131 -2.0839 -2.0584
N 0.8334 1.9119 -0.0839
N -0.1663 -0.1842 0.3382
S -0.2504 0.3849 -2.1851


Question: Among the records above, which one has the highest DFT total energy?
Answer: C5H7IN


Question: Which formula does entry 6 have?
Answer: C4H8N2S


Question: The highest DFT total energy belongs to which entry?
Answer: C5H7IN